No. 1
Molecular formula: C33H65N7O8S
Method: DFT, ωB97M-V/def2-TZVPD

Calculated total energy, eV: -72901.870
Structure (SMILES): S=C=Nc1cccc2nccnc12.COCCNCCOC.COCCNCCOC.COCCNCCOC.COCCNCCOC
Kohn-Sham gap, eV: 7.03
Energy relative to the best compared isomer or geometry (same formula, charge and spin), kcal/mol: 253.2
E_LUMO, eV: -1.4637

Each line ends with the Mulliken charge.
CARTESIAN COORDINATES (ANGSTROEM)
S 1.118 2.778 1.685  -0.105
C 0.172 2.388 0.285  0.377
N -0.471 1.965 -0.884  -0.440
C -0.497 0.422 -0.888  0.054
C -1.782 -0.342 -0.192  -0.346
C -1.816 -2.003 -0.172  -0.288
C -0.533 -2.806 -0.826  -0.499
C 0.785 -2.054 -1.519  0.493
N 1.873 -2.950 -2.041  -0.347
C 2.978 -2.097 -2.599  -0.219
C 2.995 -0.472 -2.681  -0.181
N 1.880 0.389 -2.161  -0.379
C 0.776 -0.428 -1.551  0.495
H -2.669 0.265 0.291  0.298
H -2.760 -2.535 0.313  0.243
H -0.533 -3.998 -0.788  0.286
H 3.931 -2.669 -3.030  0.280
H 3.936 0.056 -3.176  0.297
C 9.064 4.877 -0.288  -0.690
O 8.533 3.838 0.525  -0.324
C 7.686 4.299 1.582  -0.794
C 6.204 4.020 1.274  -0.146
N 5.704 4.877 0.196  -0.271
C 4.429 4.441 -0.387  -0.753
C 4.332 3.009 -0.958  -0.137
O 5.075 2.796 -2.160  -0.455
C 6.470 2.616 -1.966  -0.520
H 9.888 4.463 -0.873  0.231
H 8.315 5.246 -0.989  0.292
H 9.448 5.706 0.318  0.323
H 7.860 5.356 1.821  0.390
H 7.961 3.717 2.469  0.391
H 5.607 4.191 2.176  0.364
H 6.126 2.959 1.014  0.142
H 6.391 4.914 -0.548  0.115
H 4.207 5.141 -1.203  0.345
H 3.642 4.576 0.364  0.276
H 3.283 2.847 -1.234  0.215
H 4.562 2.236 -0.218  0.266
H 6.696 2.053 -1.057  0.297
H 6.968 3.586 -1.963  0.101
H 6.865 2.059 -2.820  0.342
C -0.933 -4.889 -5.020  -0.655
O 0.419 -5.313 -5.135  -0.394
C 1.098 -5.448 -3.883  -0.132
C 1.277 -6.928 -3.499  -0.218
N 0.002 -7.551 -3.132  -0.315
C 0.029 -9.018 -3.094  -0.713
C 0.477 -9.778 -4.362  -0.457
O -0.447 -9.718 -5.450  -0.435
C -0.420 -8.501 -6.180  -0.462
H -1.270 -4.559 -6.006  0.242
H -1.576 -5.712 -4.709  0.284
H -1.034 -4.052 -4.319  0.281
H 0.608 -4.877 -3.083  -0.141
H 2.094 -5.014 -4.027  0.324
H 1.970 -7.002 -2.654  0.415
H 1.736 -7.427 -4.358  0.131
H -0.711 -7.268 -3.794  0.085
H -0.992 -9.340 -2.856  0.373
H 0.659 -9.330 -2.254  0.385
H 0.538 -10.839 -4.091  0.352
H 1.484 -9.504 -4.693  0.338
H 0.590 -8.094 -6.276  0.266
H -1.092 -7.779 -5.716  0.101
H -0.806 -8.695 -7.184  0.320
C -7.177 -1.505 4.581  -0.689
O -6.592 -2.353 5.561  -0.321
C -7.178 -3.656 5.630  -0.789
C -6.257 -4.719 5.003  -0.154
N -6.184 -4.582 3.546  -0.328
C -5.077 -5.315 2.920  -0.729
C -3.638 -5.030 3.405  -0.472
O -3.132 -3.744 3.042  -0.384
C -3.607 -2.675 3.847  -0.513
H -6.860 -0.480 4.787  0.231
H -6.827 -1.764 3.581  0.278
H -8.272 -1.545 4.616  0.324
H -8.185 -3.682 5.192  0.384
H -7.284 -3.888 6.696  0.386
H -6.632 -5.717 5.253  0.396
H -5.273 -4.602 5.468  0.128
H -6.086 -3.602 3.307  0.093
H -5.120 -5.083 1.849  0.361
H -5.276 -6.388 3.016  0.394
H -2.984 -5.752 2.901  0.351
H -3.503 -5.212 4.476  0.332
H -3.720 -2.961 4.896  0.309
H -4.544 -2.297 3.439  0.084
H -2.883 -1.858 3.792  0.333
C -3.169 9.900 1.624  -0.693
O -2.584 9.052 2.603  -0.323
C -3.171 7.749 2.672  -0.802
C -2.249 6.686 2.046  -0.177
N -2.177 6.823 0.589  -0.365
C -1.069 6.090 -0.037  -0.654
C 0.369 6.375 0.447  0.036
O 0.876 7.661 0.084  -0.462
C 0.401 8.730 0.889  -0.492
H -2.852 10.925 1.830  0.231
H -2.820 9.641 0.624  0.299
H -4.265 9.860 1.658  0.322
H -4.177 7.723 2.234  0.392
H -3.276 7.517 3.739  0.393
H -2.625 5.688 2.295  0.364
H -1.265 6.803 2.511  0.134
H -2.078 7.803 0.350  0.167
H -1.112 6.322 -1.109  0.377
H -1.269 5.017 0.058  0.212
H 1.023 5.653 -0.056  0.107
H 0.504 6.193 1.519  0.221
H 0.288 8.444 1.939  0.270
H -0.536 9.108 0.481  0.114
H 1.125 9.547 0.834  0.329



No. 2
Molecular formula: C33H66BFN2O29
Method: DFT, ωB97M-V/def2-TZVPD

Calculated total energy, eV: -101045.056
Structure (SMILES): C[C@H](F)[C@H]1CC(=O)N[C@H]1B(N)O.COC(=O)OC.COC(=O)OC.COC(=O)OC.COC(=O)OC.COC(=O)OC.COC(=O)OC.COC(=O)OC.COC(=O)OC.COC(=O)OC
Kohn-Sham gap, eV: 9.62
E_LUMO, eV: 0.2776

Each line ends with the Mulliken charge.
CARTESIAN COORDINATES (ANGSTROEM)
C -3.746 -0.246 -0.703  -1.717
C -2.801 -0.700 -1.794  1.780
F -3.513 -1.231 -2.877  -0.433
C -1.666 -1.657 -1.405  0.411
C -1.207 -1.662 0.043  -0.313
C -0.614 -3.047 0.251  0.065
O -0.276 -3.498 1.312  -0.570
N -0.602 -3.744 -1.001  -0.279
C -1.823 -3.198 -1.658  -0.887
B -3.143 -3.970 -1.190  0.477
N -3.045 -5.325 -0.620  -0.690
O -4.383 -3.406 -1.348  -0.605
H -4.261 -1.075 -0.219  0.161
H -4.492 0.420 -1.140  0.562
H -3.200 0.343 0.037  0.345
H -2.317 0.207 -2.175  -0.596
H -0.844 -1.388 -2.076  0.251
H -0.502 -0.879 0.323  0.066
H -2.045 -1.625 0.747  0.351
H 0.234 -3.419 -1.486  0.425
H -1.687 -3.379 -2.730  0.413
H -2.476 -5.926 -1.206  0.292
H -2.589 -5.304 0.288  0.294
H -4.864 -3.366 -0.513  0.296
C -0.001 4.356 -1.373  -0.490
O -0.353 4.210 -2.753  -0.386
C -1.146 3.173 -3.010  0.817
O -1.572 2.393 -2.198  -0.511
O -1.393 3.145 -4.315  -0.359
C -2.246 2.071 -4.732  -0.617
H 0.639 5.232 -1.321  0.241
H -0.889 4.511 -0.764  0.216
H 0.541 3.481 -1.021  0.200
H -3.220 2.147 -4.254  0.267
H -1.795 1.108 -4.502  0.282
H -2.363 2.174 -5.806  0.262
C 4.752 -1.101 5.904  -0.651
O 4.126 -1.256 4.624  -0.332
C 3.514 -2.430 4.472  0.750
O 3.477 -3.305 5.297  -0.574
O 2.971 -2.472 3.260  -0.139
C 2.277 -3.693 2.951  -0.379
H 5.217 -0.120 5.902  0.242
H 4.013 -1.159 6.700  0.327
H 5.516 -1.862 6.052  0.250
H 1.446 -3.847 3.634  0.294
H 2.961 -4.540 2.992  0.277
H 1.898 -3.575 1.946  -0.085
C -3.867 5.810 -7.422  -0.620
O -4.276 4.460 -7.669  -0.235
C -5.123 4.316 -8.683  0.767
O -5.547 5.207 -9.375  -0.559
O -5.422 3.027 -8.804  -0.311
C -6.335 2.727 -9.865  -0.622
H -3.187 5.764 -6.577  0.160
H -3.352 6.218 -8.289  0.305
H -4.725 6.431 -7.172  0.310
H -5.916 3.020 -10.825  0.295
H -7.286 3.232 -9.706  0.289
H -6.480 1.652 -9.837  0.209
C -8.703 3.666 1.080  -0.622
O -7.561 4.488 0.815  -0.345
C -6.641 3.910 0.050  0.764
O -6.684 2.801 -0.413  -0.544
O -5.627 4.758 -0.131  -0.352
C -4.561 4.159 -0.879  -0.442
H -9.358 4.263 1.707  0.219
H -9.212 3.407 0.154  0.296
H -8.409 2.761 1.607  0.297
H -4.904 3.854 -1.865  0.310
H -4.168 3.298 -0.343  0.212
H -3.784 4.912 -0.980  0.199
C 3.532 -0.426 -3.859  -0.586
O 3.808 0.143 -2.576  -0.366
C 3.080 -0.359 -1.583  0.858
O 2.240 -1.218 -1.692  -0.560
O 3.427 0.251 -0.454  -0.376
C 2.704 -0.221 0.688  -0.288
H 4.195 0.077 -4.556  0.223
H 3.739 -1.494 -3.858  0.286
H 2.496 -0.250 -4.141  0.255
H 2.892 -1.280 0.850  0.205
H 1.640 -0.049 0.537  0.074
H 3.054 0.338 1.550  0.260
C -7.185 7.597 -9.702  -0.633
O -7.978 8.408 -10.585  -0.318
C -8.243 9.624 -10.127  0.752
O -7.884 10.081 -9.073  -0.545
O -8.979 10.266 -11.037  -0.324
C -9.337 11.598 -10.668  -0.631
H -7.053 6.647 -10.197  0.317
H -6.217 8.062 -9.528  0.301
H -7.706 7.456 -8.756  0.294
H -8.449 12.211 -10.527  0.292
H -9.933 11.598 -9.757  0.294
H -9.926 11.988 -11.493  0.216
C 3.499 -6.238 6.736  -0.441
O 2.881 -6.923 7.838  -0.339
C 2.958 -6.285 8.997  0.752
O 3.491 -5.224 9.196  -0.552
O 2.341 -7.024 9.923  -0.334
C 2.349 -6.450 11.231  -0.626
H 3.367 -6.876 5.867  0.256
H 3.022 -5.279 6.557  0.267
H 4.561 -6.099 6.920  0.262
H 1.837 -5.490 11.233  0.293
H 3.369 -6.323 11.589  0.288
H 1.819 -7.152 11.867  0.210
C 7.022 -4.208 3.504  -0.426
O 7.578 -5.292 2.750  -0.337
C 7.150 -6.494 3.130  0.782
O 6.370 -6.710 4.019  -0.533
O 7.730 -7.411 2.358  -0.346
C 7.352 -8.757 2.663  -0.616
H 7.455 -3.304 3.088  0.290
H 5.939 -4.184 3.400  0.098
H 7.288 -4.296 4.555  0.280
H 6.282 -8.895 2.529  0.292
H 7.632 -9.012 3.683  0.292
H 7.896 -9.384 1.963  0.209
C 7.852 -2.330 9.406  -0.574
O 8.919 -1.386 9.557  -0.304
C 9.130 -0.620 8.491  0.817
O 8.514 -0.666 7.458  -0.551
O 10.139 0.206 8.760  -0.327
C 10.474 1.094 7.690  -0.616
H 7.802 -2.874 10.343  0.202
H 6.909 -1.818 9.226  0.277
H 8.062 -3.018 8.590  0.278
H 9.630 1.734 7.444  0.292
H 10.783 0.534 6.810  0.292
H 11.301 1.697 8.053  0.214